# 1
113
Properties=species:S:1:pos:R:3:forces:R:3 method="wB97M-V/def2-TZVPD" charge=+1 energy_ev=-175274.8010 molar_mass_g_mol=1135.35 homo_ev=-9.80
N -2.506 0.003 0.553 0.00 0.09 0.08
H -0.513 -1.921 5.582 -0.01 0.02 0.01
H 1.893 -6.037 -0.700 0.00 0.00 0.01
C 5.863 -2.048 -0.286 0.00 0.00 -0.01
H 3.272 -2.548 -3.916 0.00 0.00 0.00
C 6.573 -1.423 -1.309 -0.01 0.00 0.00
C 1.974 -3.039 -2.283 -0.04 -0.05 -0.03
H 1.757 5.924 -1.647 0.02 -0.01 -0.01
H -3.305 1.110 -5.022 0.00 0.00 0.00
C -0.704 -5.101 -0.051 -0.01 0.00 -0.02
H -6.546 0.893 -1.488 0.00 -0.01 0.00
C 4.674 -0.035 -1.793 -0.02 0.00 0.03
C 3.175 -5.544 -2.343 0.00 -0.01 0.01
C -1.891 -6.846 1.097 0.01 -0.01 0.00
H 3.399 2.393 2.919 0.01 -0.01 0.00
C 2.798 2.375 2.006 -0.02 -0.01 0.03
H -2.569 2.938 3.253 -0.02 0.00 -0.01
H 3.639 -6.521 -2.367 0.00 0.00 0.00
C 1.399 4.942 2.655 -0.02 0.01 -0.07
C 2.111 2.710 -2.186 0.05 -0.04 0.05
H -1.219 3.342 -2.927 0.01 -0.02 0.01
H -2.974 -2.389 5.240 0.00 0.00 0.00
H 4.201 0.734 -2.388 0.01 0.02 0.01
H 1.957 5.440 1.868 0.01 0.01 0.01
H -2.128 -7.372 2.012 0.00 0.00 0.00
H 1.628 -1.098 4.623 0.00 0.00 0.00
C -3.991 -1.851 3.439 -0.02 0.01 -0.01
C 2.190 -5.273 -1.408 0.02 0.00 0.02
H -3.278 1.756 2.155 -0.07 -0.08 -0.02
C -2.732 0.522 -1.728 0.00 0.02 0.02
C 0.702 -1.038 4.071 -0.05 -0.05 0.03
H -4.436 3.622 -0.354 0.01 0.01 0.01
H 1.501 -2.067 -2.255 0.00 0.00 0.00
C -4.876 0.917 -2.794 -0.01 0.01 0.00
C 5.974 -0.418 -2.066 0.00 -0.01 -0.01
Si 1.120 3.121 2.350 0.05 -0.13 0.00
C -3.472 0.788 -2.894 -0.02 0.03 0.02
H 3.989 -2.168 0.750 0.00 0.00 0.02
H -2.568 -6.912 -2.222 0.00 0.00 0.00
P 0.423 -3.685 -0.025 0.03 0.11 -0.16
C 1.503 5.314 -0.775 -0.02 0.01 -0.02
N 9.007 -2.133 -1.819 -0.01 0.00 0.00
H 6.331 -2.840 0.283 0.00 0.00 0.01
H -0.830 0.846 -5.041 0.00 0.01 0.00
H 2.012 4.981 3.562 -0.01 -0.01 0.01
C 3.959 -0.649 -0.762 0.06 -0.01 0.07
H 0.352 0.423 -2.884 -0.03 -0.02 0.02
C -1.016 -5.769 1.127 -0.02 0.03 0.01
C -2.743 -0.679 1.729 0.08 -0.02 -0.08
C -4.740 0.470 -0.410 -0.02 -0.07 -0.01
Si 0.759 3.724 -1.407 -0.11 0.03 0.01
H -3.128 -8.097 -0.127 0.00 0.00 0.00
N -1.361 0.454 -1.775 0.40 -0.13 0.00
H -0.565 -5.442 2.055 0.00 -0.01 0.00
H -1.210 4.970 -2.245 0.00 0.00 0.01
H 2.367 3.160 -3.149 0.02 0.01 0.02
C -0.475 -1.489 4.590 0.07 -0.02 -0.02
C -1.581 -0.849 2.545 -0.01 0.18 0.00
H -4.810 -1.193 1.560 0.04 -0.05 0.07
H 1.651 -0.262 2.283 0.07 -0.04 -0.09
N -0.365 -0.430 2.040 0.00 -0.49 -0.12
H 0.813 5.893 -0.161 0.02 0.01 0.00
S -0.891 -2.200 -0.733 -0.16 -0.13 0.31
H 3.001 2.725 -1.553 0.01 0.01 0.00
H 6.530 0.052 -2.865 0.00 0.00 0.00
C 7.926 -1.819 -1.592 0.01 -0.01 -0.01
H -1.226 5.955 0.801 -0.02 0.01 0.01
H -0.376 1.582 3.687 -0.02 -0.01 0.02
S 1.317 -3.430 1.682 0.02 0.04 0.12
C -2.906 -1.929 4.264 0.00 0.00 0.02
H -2.875 6.021 1.417 -0.01 0.00 0.00
C -1.264 -5.514 -1.259 -0.01 0.00 -0.02
H -1.009 -5.002 -2.181 0.01 0.00 0.00
C -1.661 -1.426 3.821 -0.03 0.01 -0.03
C -3.369 0.306 -0.464 0.05 -0.02 -0.03
H 1.856 1.665 -2.336 -0.01 0.01 -0.01
C -3.388 3.769 -0.626 0.00 -0.01 0.00
H -4.938 -2.266 3.758 0.00 0.00 -0.01
C -0.721 0.548 -2.920 0.03 -0.05 -0.03
H 3.318 2.986 1.264 -0.01 0.04 0.01
C 3.567 -4.562 -3.244 0.01 0.02 -0.01
C -3.925 -1.227 2.177 -0.05 0.05 0.07
C 1.586 -4.016 -1.374 0.05 0.05 0.03
H -0.086 4.551 -3.536 -0.02 0.01 -0.01
H -3.133 3.014 -1.367 -0.03 -0.01 -0.01
H 4.340 -4.774 -3.970 0.00 0.00 0.00
H -0.463 3.256 4.221 0.03 0.02 0.00
C -5.473 0.775 -1.573 0.01 0.00 0.00
C -2.137 -6.588 -1.284 0.00 -0.01 0.00
H 0.492 5.508 2.854 -0.01 0.00 0.00
C -0.576 4.172 -2.634 -0.03 -0.05 0.01
C -1.398 0.779 -4.124 -0.03 -0.01 0.00
H 2.778 1.362 1.612 -0.03 -0.05 0.01
As -0.257 2.567 0.447 0.05 0.03 0.18
H -3.299 4.747 -1.101 0.00 0.01 0.01
C 0.728 -0.555 2.755 0.00 0.05 -0.03
Pt -0.540 0.028 0.066 -0.29 0.27 -0.17
C -3.150 2.819 2.336 0.05 0.07 0.01
C 2.966 -3.313 -3.214 0.00 0.00 0.00
Si -2.329 3.702 0.915 -0.02 -0.04 0.00
H -1.572 5.489 2.474 -0.01 0.01 -0.01
C 1.402 -0.168 -0.341 0.08 0.52 0.07
C -2.758 0.915 -4.108 0.04 0.00 0.00
H -5.454 1.131 -3.682 0.00 0.00 0.00
C 2.595 -0.298 -0.490 -0.08 -0.22 -0.26
H 2.421 5.147 -0.211 0.00 -0.01 -0.01
C -2.450 -7.254 -0.105 0.00 0.01 -0.01
C 0.214 2.478 3.859 0.00 0.02 0.00
C -1.942 5.451 1.450 0.04 0.00 -0.02
H 0.926 2.270 4.663 0.00 0.00 -0.01
H -4.135 3.263 2.507 0.01 0.01 0.00
C 4.564 -1.663 -0.015 -0.03 -0.04 -0.02
H -5.260 0.373 0.532 -0.01 0.06 -0.08



# 2
114
Properties=species:S:1:pos:R:3:forces:R:3 method="wB97M-V/def2-TZVPD" charge=0 multiplicity=2 energy_ev=-144622.9499 molar_mass_g_mol=1074.47 s_squared=0.766 homo_ev="-6.31 / -7.11"
C 1.228 4.524 -1.408 0.01 0.06 -0.02
C 2.480 4.011 -1.730 -0.08 0.06 0.07
C -5.572 0.922 2.015 0.04 0.01 -0.01
H 4.535 4.454 -2.052 0.01 0.01 0.00
C -3.395 0.227 2.745 0.01 0.02 0.00
C 1.072 5.873 -1.115 0.01 -0.06 -0.01
H -6.435 0.785 1.376 -0.01 0.00 0.00
C 1.995 -2.006 1.729 0.03 0.00 0.00
H 3.875 -2.954 -6.219 0.00 0.00 0.00
C 4.238 -1.594 0.972 -0.01 0.01 -0.01
H -1.634 1.833 1.806 -0.01 0.05 0.04
H -3.205 -3.347 -2.044 0.03 -0.02 -0.01
C -3.288 -4.733 4.914 0.01 0.01 -0.03
C -1.198 0.334 4.212 0.00 -0.01 0.01
As -1.747 -0.817 2.746 0.07 -0.03 -0.06
N -1.354 2.611 1.227 0.06 -0.08 0.00
C 3.779 -1.131 -0.260 0.02 0.01 -0.02
C -0.344 3.401 1.928 0.00 0.01 0.01
C -2.443 -3.056 -4.077 0.04 -0.03 0.03
C 3.088 -5.537 -5.921 -0.02 0.01 0.00
H 1.739 3.311 2.439 0.01 0.00 0.01
O 3.528 2.256 -2.922 0.11 -0.09 -0.03
H -0.484 -2.209 -4.570 0.04 0.00 0.04
C -2.602 -2.431 5.082 -0.04 0.01 -0.01
Te 1.630 -0.318 -2.282 0.09 -0.26 -0.24
C 2.952 -1.980 -4.551 -0.05 0.01 0.02
H -3.222 -3.623 6.750 0.00 0.00 0.00
C -2.607 -3.535 2.945 0.02 0.03 0.01
H 4.496 0.315 -1.696 0.01 0.00 0.03
H -1.545 4.507 -0.737 -0.01 -0.04 0.00
H -1.767 2.976 -2.498 -0.05 0.04 0.01
H 2.059 7.768 -0.897 0.00 0.00 0.00
C -2.230 -1.569 -2.296 0.10 0.02 -0.07
C -3.053 -3.599 5.681 0.00 0.03 -0.01
C 3.576 4.865 -1.767 -0.02 -0.01 -0.01
H -2.417 -3.512 1.877 0.00 0.00 0.00
C 3.242 -3.088 -5.347 0.02 0.00 -0.02
C 0.299 1.257 5.849 -0.03 0.00 -0.01
Ag -0.295 1.065 -0.433 -0.18 0.15 -0.07
H -3.244 -5.582 2.944 0.00 0.00 0.00
H -3.402 -3.021 -4.599 -0.02 0.03 0.01
C 4.750 -0.679 -1.316 -0.01 0.00 0.00
N -1.701 -0.964 -3.372 -0.18 0.09 0.03
H -0.388 3.023 6.853 0.00 0.00 0.00
H 0.102 -4.535 -2.086 0.00 0.00 0.00
C -2.363 3.784 -0.692 0.02 0.05 -0.02
H -4.508 -0.755 1.191 0.01 0.04 0.03
C -1.826 2.318 5.431 0.04 0.00 0.01
C 3.508 -0.636 -4.951 -0.03 0.02 -0.02
N -2.032 2.665 -1.573 0.08 -0.01 0.00
H -4.424 2.983 4.449 0.00 0.01 0.00
H 0.734 -0.489 4.679 0.00 -0.01 0.00
H 0.998 1.003 2.603 0.02 0.01 0.02
C -4.492 0.053 1.914 -0.04 -0.03 0.03
H -1.835 -1.439 -5.428 0.02 0.00 -0.01
C 3.363 -2.025 1.960 0.00 0.00 -0.02
H 1.533 -5.476 -3.699 0.00 0.00 0.00
H 5.767 -0.660 -0.925 0.01 0.00 0.01
H -2.528 3.114 5.644 0.00 0.00 0.00
H 2.188 -6.056 -6.256 0.00 0.00 0.00
H 1.339 -3.861 -1.025 0.03 0.01 0.01
N -2.609 -2.811 -2.649 -0.07 0.05 0.03
C 1.933 -4.496 -3.942 0.02 0.02 -0.01
H 3.968 -0.098 -4.120 0.00 -0.03 -0.02
H 4.727 -1.362 -2.170 -0.01 0.00 0.03
C -1.525 -1.892 -4.488 0.02 0.01 0.02
S -2.358 -0.905 -0.758 0.04 -0.01 0.00
H 4.286 6.866 -1.477 0.00 0.00 0.00
H 0.449 -1.534 0.327 0.01 0.00 0.01
H -0.562 3.438 3.004 0.00 -0.01 0.01
H -3.639 -5.642 5.385 0.00 0.00 0.00
C -2.381 -2.393 3.709 0.00 -0.04 0.03
H -2.429 -1.548 5.685 0.01 0.00 0.00
N 1.100 1.404 1.678 0.01 0.08 -0.01
H -0.383 4.430 1.559 -0.01 0.00 0.00
C 2.746 -4.351 -5.059 0.01 -0.01 0.00
C 3.426 6.208 -1.457 -0.02 0.02 0.01
C -4.437 2.160 3.745 -0.01 -0.01 0.03
H 0.112 -2.808 -1.694 0.00 -0.01 0.01
C 2.174 6.717 -1.130 0.03 0.00 -0.01
H 0.091 6.270 -0.877 0.00 0.01 0.00
H 3.693 -6.259 -5.369 0.00 0.00 0.00
H -2.800 2.007 -1.656 -0.02 0.02 0.00
H 5.306 -1.613 1.156 0.00 0.00 0.01
C 1.625 -3.418 -3.117 -0.05 0.06 0.00
H -2.802 4.164 1.377 -0.01 0.01 0.01
C -2.536 3.307 0.745 -0.02 -0.04 0.02
H 1.240 1.226 6.384 0.00 0.00 0.00
H 1.300 -2.349 2.486 0.00 0.00 0.00
H -6.379 2.652 2.992 0.00 0.00 0.01
C -5.540 1.972 2.925 0.02 0.01 0.00
H -1.975 -4.021 -4.261 -0.01 -0.01 0.00
H 0.383 3.845 -1.390 0.01 0.01 0.00
H -1.084 -0.182 -3.207 0.07 -0.05 -0.05
C -0.619 2.268 6.113 -0.02 -0.02 -0.02
C 2.137 -2.147 -3.422 0.08 -0.09 0.05
C 1.518 -1.550 0.507 0.01 0.02 -0.01
N 1.885 1.735 -1.375 -0.09 -0.04 0.10
C -2.124 1.349 4.478 -0.06 0.01 0.00
H 1.965 1.066 1.272 -0.01 0.02 -0.02
C 2.397 -1.110 -0.478 -0.05 -0.03 0.03
C -3.361 1.281 3.667 0.03 -0.02 -0.01
H 3.651 -5.234 -6.803 0.00 0.00 0.00
C 0.012 0.291 4.893 -0.01 0.01 0.00
H 3.752 -2.382 2.906 0.00 0.01 0.00
H -3.274 4.317 -0.989 -0.01 0.00 -0.02
C -3.067 -4.699 3.545 -0.01 0.00 0.03
H 2.721 0.026 -5.322 0.00 -0.01 0.00
H -3.377 2.608 0.791 0.00 -0.01 -0.01
C 2.672 2.543 -2.067 -0.09 0.06 0.01
C 0.744 -3.668 -1.919 0.00 0.04 -0.03
C 1.072 2.867 1.691 0.00 -0.03 0.02
H 4.243 -0.751 -5.749 0.01 0.00 0.01
H 1.419 3.189 0.711 -0.01 -0.02 0.02



Quick rundown of energy above the lowest of the compared OMol25 structures with the same formula, charge and spin, same order as above: 0.0; 81.0 kJ/mol